{"formula": "C4H5NOS", "method": "ωB97M-V with the def2-TZVPD basis set", "species": ["H", "S", "C", "C", "H", "N", "H", "H", "C", "H", "O", "C"], "coordinates": [[2.887, -1.826, 0.044], [-2.389, -0.351, -0.026], [-0.766, -0.047, -0.002], [2.764, -0.749, -0.044], [-0.425, 2.016, 0.900], [0.314, -0.863, 0.091], [-0.479, 1.954, -0.867], [3.632, -0.136, -0.242], [-0.168, 1.356, 0.007], [0.175, -1.901, -0.005], [1.250, 1.155, 0.009], [1.542, -0.175, 0.019]], "forces_ev_per_angstrom": [[-0.192, 0.305, -0.106], [1.020, -0.199, -0.102], [-0.251, 0.794, 0.653], [-1.081, 0.693, -0.068], [0.103, -1.262, -0.859], [-1.189, -1.288, -0.348], [0.212, -0.493, 0.104], [-0.053, 0.003, 0.239], [-0.194, 0.898, 0.587], [0.541, 1.680, 0.214], [0.418, -0.337, -0.219], [0.667, -0.792, -0.096]], "smiles": "C=C1NC(=S)CO1"}

=====

{"formula": "C4H5NOS", "method": "ωB97M-V with the def2-TZVPD basis set", "species": ["N", "H", "S", "C", "C", "C", "C", "H", "O", "H", "H", "H"], "coordinates": [[-1.785, 2.309, -0.846], [-0.070, 0.940, 0.267], [-3.038, 0.085, 0.245], [-0.604, -1.056, -0.314], [-2.273, 1.412, -0.391], [1.728, -0.237, -0.021], [0.258, -0.100, 0.422], [1.954, -0.105, -0.997], [-0.699, -2.070, -0.842], [0.103, -0.394, 1.523], [2.336, 0.401, 0.530], [2.090, -1.186, 0.425]], "forces_ev_per_angstrom": [[2.702, 4.395, -2.144], [-0.367, -0.526, 0.103], [1.213, -1.125, -0.060], [-1.071, -0.555, 0.420], [-2.709, -3.731, 1.856], [-1.068, -2.628, 3.725], [0.196, 0.336, 0.531], [0.287, 0.099, -3.180], [0.097, 1.360, 0.395], [0.133, 0.494, -1.589], [0.698, 1.898, 1.011], [-0.110, -0.017, -1.070]]}

=====

{"formula": "C4H5NOS", "method": "ωB97M-V with the def2-TZVPD basis set", "species": ["C", "H", "H", "S", "C", "H", "C", "C", "O", "N", "H", "H"], "coordinates": [[-0.235, 0.181, -1.670], [-0.441, 2.388, -1.150], [0.922, 0.618, 1.745], [-0.864, -0.611, 0.665], [-0.583, 1.419, -0.791], [1.459, -1.012, 1.182], [-0.344, -1.038, -0.923], [0.660, -0.405, 1.745], [0.123, 0.182, -2.840], [-0.901, 1.065, 0.389], [0.272, -0.756, 2.690], [-0.068, -2.031, -1.042]], "forces_ev_per_angstrom": [[0.616, -1.509, -0.860], [-0.079, 1.581, -0.172], [0.202, 1.021, 0.151], [1.248, 0.467, -1.139], [0.081, -4.557, 0.139], [-1.247, 0.679, 1.411], [-1.127, 2.739, 2.274], [-0.100, -2.054, -1.634], [-0.073, 1.158, -0.169], [-0.661, 2.089, 0.503], [0.778, -0.236, 0.465], [0.362, -1.378, -0.969]]}

=====

{"formula": "C4H5NOS", "method": "ωB97M-V with the def2-TZVPD basis set", "species": ["H", "H", "S", "H", "C", "O", "H", "C", "H", "N", "C", "C"], "coordinates": [[-0.836, 1.393, 0.121], [0.472, 0.840, -0.911], [0.357, -0.163, 1.316], [0.710, 2.200, 0.408], [-3.108, 0.308, 0.210], [1.079, -1.304, 0.338], [2.027, -1.543, 0.350], [-2.246, -2.065, -0.065], [-1.848, -3.089, -0.125], [-3.394, 1.415, 0.311], [-2.665, -0.948, 0.131], [0.210, 1.297, 0.080]], "forces_ev_per_angstrom": [[-1.264, 0.793, -0.304], [0.089, 0.763, 0.987], [1.341, 1.000, -0.913], [0.360, -0.151, -0.226], [-0.443, 1.837, 0.363], [-0.372, -0.835, -0.691], [-0.516, 1.042, 0.790], [0.003, -0.261, 0.383], [-0.436, 1.221, -0.037], [-0.313, 0.442, -0.016], [0.948, -3.395, -0.784], [0.603, -2.456, 0.449]], "smiles": "C#CC#N.CSO"}

=====

{"formula": "C4H5NOS", "method": "ωB97M-V with the def2-TZVPD basis set", "species": ["H", "C", "O", "C", "S", "H", "N", "C", "H", "C", "H", "H"], "coordinates": [[-0.951, 1.934, 1.001], [-0.835, 1.338, -0.006], [0.553, 1.096, -0.204], [-1.511, -0.005, -0.057], [-3.160, -0.395, 0.030], [2.292, -1.918, 0.214], [-0.519, -0.797, -0.414], [0.853, -0.226, -0.233], [-0.617, -1.696, -0.351], [2.072, -0.831, 0.128], [-1.124, 1.862, -0.902], [2.948, -0.362, 0.795]], "forces_ev_per_angstrom": [[-0.146, -1.126, -2.114], [-0.036, 1.059, 1.693], [1.608, -0.080, 0.330], [-1.718, 0.545, -0.409], [2.100, 0.534, 0.160], [-1.133, 0.744, -0.743], [3.683, 4.170, -0.112], [0.132, -1.108, 1.864], [-0.810, -6.533, 0.125], [-0.719, 1.004, 1.338], [-0.610, 0.777, 0.119], [-2.351, 0.013, -2.251]], "smiles": "C=C1NC(=S)CO1"}

=====

{"formula": "C4H5NOS", "method": "ωB97M-V with the def2-TZVPD basis set", "species": ["C", "H", "C", "H", "H", "N", "H", "C", "O", "H", "S", "C"], "coordinates": [[0.381, 1.591, -0.264], [-0.272, 0.576, -2.174], [0.497, -1.221, 0.359], [-1.521, -1.272, -0.612], [1.420, -0.866, -0.106], [-0.145, 0.560, -1.087], [0.379, -2.270, 0.779], [-0.592, -0.580, -0.309], [0.194, 1.078, 0.950], [-1.224, -0.364, 1.862], [1.220, 2.958, -0.518], [-0.337, -0.191, 1.121]], "forces_ev_per_angstrom": [[-0.991, -3.159, -1.114], [0.558, 0.345, 3.219], [0.881, -2.236, 2.158], [1.987, 2.238, 0.338], [0.254, -0.518, 1.001], [-0.642, 0.966, -2.744], [0.437, 1.379, -0.998], [-3.649, -1.365, -2.122], [0.475, 2.252, 3.292], [2.448, 0.489, -1.064], [-0.318, 0.021, -0.454], [-1.440, -0.412, -1.512]], "smiles": "S=C1N[C@H]2C[C@H]2O1"}

=====

{"formula": "C4H5NOS", "method": "ωB97M-V with the def2-TZVPD basis set", "species": ["C", "N", "H", "H", "S", "O", "H", "C", "C", "H", "C", "H"], "coordinates": [[3.511, -0.160, 0.193], [-2.838, -0.340, 0.484], [1.032, 1.171, 1.069], [-3.866, -0.001, 0.665], [-0.095, -0.966, -0.297], [-1.350, 1.383, -0.287], [0.868, 1.240, -0.861], [2.416, 0.316, 0.265], [-1.523, 0.238, -0.130], [4.528, -0.373, 0.110], [1.005, 0.599, 0.029], [-2.833, -1.224, 0.530]], "forces_ev_per_angstrom": [[0.274, 0.553, 0.293], [0.802, 8.590, -1.316], [-2.426, -0.829, -1.924], [3.315, 0.254, -1.066], [-0.222, 2.627, 1.090], [-0.479, 1.496, -0.529], [0.057, -0.209, 0.921], [-0.471, -1.713, -2.219], [-3.668, -2.537, 2.245], [0.830, -0.376, 0.142], [1.590, 0.530, 1.937], [0.398, -8.386, 0.426]], "smiles": "C#CCSC(N)=O"}

=====

{"formula": "C4H5NOS", "method": "ωB97M-V with the def2-TZVPD basis set", "species": ["H", "C", "H", "N", "O", "C", "S", "H", "H", "C", "C", "H"], "coordinates": [[-1.431, 0.410, -0.285], [-0.218, -1.118, -1.269], [1.140, -1.097, 0.236], [0.145, 0.904, 1.474], [1.069, 2.044, -0.269], [0.607, -0.340, -0.296], [-1.006, -0.323, 1.772], [-0.485, -0.538, -2.211], [0.031, -2.159, -1.379], [0.724, 0.986, 0.118], [-0.893, -0.459, -0.041], [0.318, 1.691, 2.151]], "forces_ev_per_angstrom": [[-0.438, 0.958, -1.094], [-0.878, 2.257, -1.170], [0.460, 0.155, 1.063], [1.348, 2.059, 0.904], [1.097, 1.414, -1.461], [-0.817, -3.218, -1.955], [0.216, -1.012, -0.471], [-0.049, -1.276, 1.190], [-0.071, -0.094, 0.090], [-0.667, 1.873, 3.931], [0.319, -1.893, 0.145], [-0.519, -1.223, -1.171]], "smiles": "O=C1NS[C@@H]2C[C@@H]12"}

=====

{"formula": "C4H5NOS2", "method": "ωB97M-V with the def2-TZVPD basis set", "species": ["S", "H", "S", "H", "H", "C", "C", "N", "H", "C", "C", "H", "O"], "coordinates": [[0.855, -1.324, 2.285], [-1.527, 0.927, 0.980], [-0.532, -1.481, -1.586], [-1.258, 0.820, -1.895], [-0.763, 3.359, -1.695], [-0.140, 2.728, -1.052], [0.643, -1.599, 0.759], [-0.887, 1.490, -0.864], [0.322, 0.875, 0.621], [-0.291, -0.745, -0.185], [-0.669, 0.730, 0.271], [0.987, -2.515, 0.196], [0.753, 3.039, -0.262]], "forces_ev_per_angstrom": [[0.400, 0.301, 1.518], [1.316, -1.000, -0.195], [-0.610, 0.514, -0.653], [1.469, 2.758, 4.114], [0.944, 0.355, -0.650], [-0.877, -2.091, 2.970], [-1.647, -0.198, -2.635], [-0.795, 0.823, -6.009], [0.656, 1.345, 1.362], [0.687, -0.728, 1.862], [0.044, -2.939, -0.381], [-0.072, 1.002, 0.735], [-1.515, -0.143, -2.039]]}

=====

{"formula": "C4H5NS", "method": "ωB97M-V with the def2-TZVPD basis set", "species": ["C", "S", "C", "H", "H", "H", "N", "H", "C", "H", "C"], "coordinates": [[-1.865, 0.728, -0.020], [2.038, -0.100, -0.033], [0.245, 0.033, 0.073], [-2.640, 1.405, -0.250], [0.034, 2.191, 0.262], [-2.613, -1.453, 0.228], [-0.663, -1.066, -0.009], [-0.150, -2.077, 0.606], [-0.557, 1.167, 0.165], [1.939, 1.271, -0.441], [-1.912, -0.642, -0.187]], "forces_ev_per_angstrom": [[-1.051, 0.725, -0.720], [-1.518, 2.224, -0.438], [-1.537, -1.162, 0.751], [-1.037, 0.421, 0.197], [-2.206, -2.002, -0.374], [0.197, 1.826, -1.540], [7.359, -3.232, 2.010], [-2.894, 3.951, -2.989], [3.792, 0.909, -0.480], [0.849, -1.897, 0.474], [-1.955, -1.762, 3.108]]}

=====

| no. | highest occupied orbital energy (eV) | gap between HOMO and LUMO (Ha) | total energy (eV) |
| --- | --- | --- | --- |
| 1 | -8.70 | 0.3285 | -18601.016 |
| 2 | -8.70 | 0.2822 | -18599.449 |
| 3 | -8.06 | 0.2907 | -18598.672 |
| 4 | -8.65 | 0.3332 | -18597.873 |
| 5 | -8.79 | 0.3287 | -18599.405 |
| 6 | -8.68 | 0.3443 | -18599.316 |
| 7 | -9.66 | 0.3704 | -18597.606 |
| 8 | -8.19 | 0.3262 | -18597.968 |
| 9 | -9.25 | 0.2754 | -29433.690 |
| 10 | -7.80 | 0.2988 | -16551.373 |